# 1
The following is a DFT calculation (wB97M-V/def2-TZVPD) of 2 unconnected molecules or ions with the total composition C6H14NO.

The geometry in XYZ format:
```
22
Properties=species:S:1:pos:R:3:forces:R:3
C -2.24438 0.42056 -0.05379 0.206 0.664 -2.565
C -2.15823 0.29019 1.34174 2.456 -1.397 1.737
C 0.84014 1.86590 -0.49023 1.586 1.047 -1.113
C 0.25824 -0.65634 -1.70493 -0.536 -2.625 -1.446
C 0.45683 -1.81994 0.38994 0.649 -0.005 -3.023
C 0.96943 0.51436 0.24021 1.427 0.295 1.554
N 0.15356 -0.55631 -0.29755 -1.096 0.269 1.770
O -2.56254 0.57974 -1.13399 0.487 -0.309 1.746
H -2.61709 -0.78391 1.45590 1.089 1.793 0.490
H -0.97284 0.43811 1.66040 -2.990 -0.964 -0.857
H -2.63845 1.06106 1.94058 -0.737 -0.017 -0.394
H 1.17076 1.77233 -1.60872 -0.373 0.361 2.217
H -0.16755 2.27402 -0.52288 -0.448 -0.368 0.042
H 1.40686 2.75560 -0.00012 -0.506 -1.957 -0.758
H 1.22673 -0.84242 -2.24040 -0.314 -0.045 1.080
H -0.49284 -1.39572 -2.09719 0.832 0.344 0.440
H -0.09903 0.24007 -2.01810 -0.880 2.607 -1.682
H 0.60681 -1.71648 1.41909 0.317 0.277 1.519
H -0.33392 -2.52169 0.18076 -0.238 -0.373 0.016
H 1.36970 -2.15342 -0.16397 -0.332 -0.421 1.069
H 0.80158 0.65773 1.38583 -0.115 -0.276 -1.695
H 2.00971 0.06802 0.24536 -0.484 1.098 -0.147
```
Positions in Å, forces in eV/Å.

Calculated values
Maximum force   3.317 eV/A
Total charge   +1
Energy above the lowest of the compared OMol25 structures with the same formula, charge and spin   73.78 kcal per mole
HOMO-LUMO gap   8.623 eV
Spin multiplicity   1
HOMO   -13.169 eV

Atomic partial charges in e from the Löwdin method, atoms 1 to 4: -0.08 0.04 -0.08 -0.12

***

# 2
The following is a DFT calculation (wB97M-V/def2-TZVPD) of 2 unconnected molecules or ions with the total composition C6H14NO.

The geometry in XYZ format:
```
22
Properties=species:S:1:pos:R:3:forces:R:3
C -0.32253 1.15914 0.42768 -1.505 1.547 -0.503
O 0.23805 -0.05543 -2.04392 0.021 0.225 0.485
C 0.68947 2.23677 0.01774 -0.695 -1.014 0.272
C 0.22848 -0.12926 0.96827 0.814 -1.637 0.010
C -0.69555 -1.34123 0.86284 1.278 0.439 -0.872
C -1.60883 -1.67801 1.81599 -0.367 0.692 -0.091
C -0.48726 -2.17299 -0.39813 0.542 -0.951 3.691
N 1.70978 1.62878 -0.80900 -1.157 1.705 0.914
H -0.79515 0.96309 -0.54039 -0.498 -0.473 0.255
H -1.08539 1.52349 1.14999 0.482 0.325 -0.703
H 1.26507 0.98798 -1.48794 0.011 -1.432 -0.619
H 1.08201 2.74650 0.91321 0.279 0.394 -0.723
H 1.08741 -0.37342 0.29579 -0.220 0.206 0.933
H 0.54378 0.12143 2.01373 -0.188 -0.665 -0.663
H -1.85104 -1.03012 2.68942 0.492 -0.826 -0.605
H -2.19856 -2.56132 1.60557 -0.250 0.055 0.374
H 0.57332 -2.36412 -0.49225 0.427 -0.117 -0.006
H -0.97383 -3.15968 -0.35518 -0.359 0.742 -0.503
H -0.61380 -1.50692 -1.22161 -0.600 1.062 -1.931
H -0.09404 0.04764 -2.94139 -0.090 0.032 -0.528
H 2.39321 2.27359 -1.18643 0.197 0.110 0.006
H -0.02850 2.92742 -0.59446 1.384 -0.420 0.809
```
Positions in Å, forces in eV/Å.

Calculated values
Maximum force   3.850 eV/A
Total charge   +1
Energy above the lowest of the compared OMol25 structures with the same formula, charge and spin   175.82 kcal per mole
HOMO-LUMO gap   4.290 eV
Spin multiplicity   1
HOMO   -13.552 eV

Atomic partial charges in e from the Löwdin method, atoms 1 to 4: -0.21 -0.10 -0.19 -0.15

***

# 3
The following is a DFT calculation (wB97M-V/def2-TZVPD) of 2 unconnected molecules or ions with the total composition C6H14NO.

The geometry in XYZ format:
```
22
Properties=species:S:1:pos:R:3:forces:R:3
C -0.92241 -1.74983 1.93531 0.305 0.047 -1.117
C -1.68886 -1.40837 0.63171 0.025 -0.534 0.589
C -0.89727 -0.66255 -0.43080 0.273 -0.711 -0.675
C -0.59353 0.76926 -0.06385 -0.873 -1.319 1.204
C -1.52338 1.64066 0.31444 1.302 1.007 -1.305
C 1.39836 1.91802 0.82613 0.285 0.835 -0.844
N 0.80443 0.99379 0.18522 0.173 0.447 -0.804
H -1.48507 -1.47969 2.82468 0.191 -0.164 0.055
H -0.71672 -2.81525 1.86850 -0.034 -0.083 0.635
H 0.06300 -1.28002 1.92584 -0.022 0.224 0.350
H -1.94441 -2.36587 0.18335 -0.427 0.092 -0.110
H -2.60028 -0.89719 0.90982 -0.324 0.195 -0.332
H 0.00334 -1.26725 -0.60307 0.333 0.393 0.259
H -1.38050 -0.80482 -1.40758 -0.256 0.717 0.250
H -1.18222 2.65426 0.52743 -0.548 -0.151 0.379
H -2.55593 1.47150 0.06358 -0.190 -0.102 0.350
H 2.46023 2.07176 0.66951 0.091 -0.489 0.324
H 0.86915 2.72200 1.30897 -0.401 -0.247 0.479
H 1.38637 0.39074 -0.39398 0.153 -0.132 0.232
H 3.98164 0.49724 -4.21042 0.043 -0.299 -0.175
H 3.14707 -0.66444 -3.56121 0.301 -0.003 -0.408
O 3.37703 0.26602 -3.50356 -0.400 0.279 0.664
```
Positions in Å, forces in eV/Å.

Calculated values
Maximum force   2.101 eV/A
Total charge   +1
Energy above the lowest of the compared OMol25 structures with the same formula, charge and spin   45.11 kcal per mole
HOMO-LUMO gap   8.846 eV
Spin multiplicity   1
HOMO   -14.384 eV

Atomic partial charges in e from the Löwdin method, atoms 1 to 4: -0.07 -0.24 -0.17 -0.26

***

# 4
The following is a DFT calculation (wB97M-V/def2-TZVPD) of 2 unconnected molecules or ions with the total composition C6H14NO.

The geometry in XYZ format:
```
22
Properties=species:S:1:pos:R:3:forces:R:3
C -1.45864 1.25872 -0.29332 0.447 3.719 3.223
C -0.56678 0.28225 0.52787 -3.708 3.089 -0.236
C 1.52681 -1.41300 0.25893 0.564 -2.579 0.161
C 2.27936 0.99249 0.54554 0.151 -0.829 -1.875
C -2.75727 -0.78955 -0.06530 -0.658 -2.838 0.700
C 1.55748 -0.10204 -0.24423 4.024 3.274 2.048
N -1.58724 -0.08890 -0.44500 1.933 -4.956 -1.284
O 1.51555 0.12066 -1.54384 -1.405 -1.331 -2.132
H -2.30819 1.59445 0.42280 1.444 -0.104 -1.473
H -1.17677 2.02732 -1.02792 0.046 -0.954 0.021
H -0.71265 0.17661 1.58745 0.065 -0.413 0.237
H 0.83100 -1.98239 -0.35857 -0.320 -0.534 0.116
H 1.18093 -1.41853 1.33107 0.790 -0.427 -0.987
H 2.54358 -1.95317 0.03364 -1.455 0.590 1.002
H 3.26640 1.24393 0.10677 -0.023 -0.565 0.218
H 1.83179 1.95486 0.55059 -1.162 1.008 -0.104
H 2.38467 0.71011 1.54569 0.450 -0.474 1.570
H -2.55796 -1.94525 -0.04613 -0.204 2.318 1.063
H -3.19965 -0.20394 0.72232 -0.006 -0.824 1.199
H -3.50338 -0.74644 -0.78225 -1.208 0.449 -2.090
H -1.03313 -0.65247 -1.11305 -0.450 0.995 -0.707
H 1.94411 0.93426 -1.71307 0.685 1.386 -0.669
```
Positions in Å, forces in eV/Å.

Calculated values
Maximum force   5.577 eV/A
Total charge   +1
Energy above the lowest of the compared OMol25 structures with the same formula, charge and spin   64.70 kcal per mole
Expectation value of S²   2.01
HOMO-LUMO gap (spin up / spin down)   6.382 / 9.264 eV
Spin multiplicity   3
HOMO (spin up / spin down)   -9.226 / -15.297 eV

Atomic partial charges in e from the Löwdin method, atoms 1 to 4: -0.02 0.08 -0.07 -0.02

***

# 5
The following is a DFT calculation (wB97M-V/def2-TZVPD) of 2 unconnected molecules or ions with the total composition C6H14NO2.

The geometry in XYZ format:
```
23
Properties=species:S:1:pos:R:3:forces:R:3
O -1.82597 2.42405 0.30473 -0.069 -0.145 0.552
C -1.23262 1.67201 1.02239 -0.391 1.230 0.744
C 0.08406 1.00714 0.57360 0.709 -0.639 0.980
C -0.11195 -0.49773 0.72763 -0.845 -0.653 0.133
C 1.08728 -1.37908 0.49910 0.400 0.870 -1.867
C 2.27568 -0.84414 0.20356 0.285 -1.932 -0.288
C 0.75714 -2.86240 0.38582 0.412 0.020 2.397
N 0.35189 1.39626 -0.84521 -1.024 1.182 -0.185
H -1.72736 1.62140 2.06056 0.850 -0.392 -0.570
H 0.94996 1.40743 1.21151 -1.264 -0.419 -0.570
H -0.93062 -0.75620 0.03515 0.077 -0.290 0.294
H -0.39676 -0.81213 1.74645 -0.463 0.736 -0.179
H 3.01964 -1.61802 0.07437 0.492 0.243 -0.152
H 2.63895 0.13388 -0.07021 -0.318 0.495 0.615
H 0.18174 -3.14375 1.30942 0.025 0.051 -1.026
H 1.64784 -3.50304 0.47288 -0.080 0.484 -0.313
H 0.22532 -3.12378 -0.52091 -0.248 0.172 -0.083
H -0.49603 1.54721 -1.45626 -0.035 -1.041 0.465
H 0.96045 0.71281 -1.30887 0.383 0.092 0.098
H 0.71696 2.34895 -0.79954 0.989 -0.104 -0.498
H -2.71960 2.23106 -1.90549 -0.433 -0.218 -0.326
H -3.07188 0.69842 -1.97785 0.004 0.179 -0.105
O -2.38412 1.33963 -1.74282 0.544 0.080 -0.115
```
Positions in Å, forces in eV/Å.

Calculated values
Maximum force   2.432 eV/A
Total charge   +2
Energy above the lowest of the compared OMol25 structures with the same formula, charge and spin   46.03 kcal per mole
Expectation value of S²   0.76
HOMO-LUMO gap (spin up / spin down)   7.168 / 3.075 eV
Spin multiplicity   2
HOMO (spin up / spin down)   -17.181 / -17.072 eV

Atomic partial charges in e from the Löwdin method, atoms 1 to 4: 0.33 0.03 -0.20 -0.12

***

# 6
The following is a DFT calculation (wB97M-V/def2-TZVPD) of C6H14NO2P in the gas phase.

The geometry in XYZ format:
```
24
Properties=species:S:1:pos:R:3:forces:R:3
C -0.94404 -0.14293 0.46390 -3.638 0.416 -0.497
C 0.10496 -1.22184 0.58207 -0.984 0.544 -1.691
C -4.16496 0.61309 0.16484 1.941 -3.313 -1.357
C 3.27771 -1.03897 -0.84205 -0.151 -0.643 -2.610
C -2.85109 0.70559 -0.64092 -2.652 0.618 -3.029
C 3.25224 0.30519 -0.21439 -0.085 1.712 -0.099
N -1.86231 -0.26073 -0.44338 3.366 -0.998 1.858
O 2.36165 1.50532 1.97152 -0.738 1.040 0.825
O 1.20810 -0.67477 1.27961 0.090 -1.012 -0.188
P 1.80022 0.75208 0.85899 4.571 -2.265 0.577
H -1.10100 0.65257 1.31270 0.848 -1.203 -1.393
H 0.78826 1.15665 0.12771 -1.590 1.386 -1.508
H -0.33637 -1.99731 1.14112 -0.233 -0.899 1.402
H 0.17917 -1.77642 -0.44459 0.869 1.545 1.446
H -4.77262 1.39614 -0.04439 -1.794 2.482 -0.769
H -4.69060 -0.32715 -0.13627 0.390 0.660 0.578
H -3.92746 0.62254 1.17794 0.125 -0.199 1.968
H 2.45883 -1.24097 -1.60046 0.385 0.446 1.118
H 4.16783 -1.11284 -1.54959 -0.642 -0.357 1.482
H 3.18346 -1.76014 -0.05262 0.494 -0.879 -0.058
H -3.17473 0.51452 -1.74226 0.381 0.598 1.577
H -2.48661 1.72715 -0.66998 0.372 0.280 0.479
H 3.31151 1.05625 -0.98671 -0.372 0.517 -0.588
H 4.21783 0.54698 0.28720 -0.952 -0.476 0.477
```
Positions in Å, forces in eV/Å.

Calculated values
Maximum force   5.134 eV/A
Total charge   0
Energy above the lowest of the compared OMol25 structures with the same formula, charge and spin   35.04 kcal per mole
HOMO-LUMO gap   10.387 eV
SMILES   CC/N=C/CO[P@@H](=O)CC
Spin multiplicity   1
HOMO   -9.651 eV

Atomic partial charges in e from the Löwdin method, atoms 1 to 4: -0.19 -0.23 -0.07 -0.18